15
Properties=species:S:1:pos:R:3:forces:R:3 method="wB97M-V/def2-TZVPD" e_homo_ev=-13.94 total_charge=+1 energy_ha=-341.8864 gap_ev=10.250 relative_energy_kcal_mol=113.79 max_force_ev_per_a=5.1
H -0.1297 -1.5779 -1.3972 0.53 0.21 0.08
N 0.8697 -1.4992 -1.1226 -2.30 -0.45 -0.53
H 1.4786 -2.1422 -1.5231 1.57 -1.18 -0.47
H 2.1245 0.7138 2.4136 0.10 -1.23 0.49
H 1.7421 1.9397 1.3481 -0.84 -1.33 0.31
C -1.7197 0.9965 1.0034 0.32 0.44 1.44
N 1.2599 0.1189 0.5951 0.31 -1.50 -0.24
C 1.3442 0.9123 1.7084 2.63 4.33 -0.54
H 0.4132 1.1343 2.1138 -1.50 -0.20 0.87
C 1.1036 -0.7570 -0.1266 0.56 1.08 0.17
H -1.6656 1.3147 2.0130 -0.42 0.28 0.14
C -1.8011 -0.6645 -2.3490 0.17 1.97 3.93
C -1.6897 -0.0664 -1.3089 -0.13 -0.26 -0.54
C -1.5686 0.5487 -0.0855 -0.84 -0.61 -1.21
H -1.7612 -0.9717 -3.2824 -0.16 -1.57 -3.90